No. 1
11
Properties=species:S:1:pos:R:3:forces:R:3 method="wB97M-V/def2-TZVPD" e_above_lowest_kcal_mol=89.8 e_lumo_ev=0.42 homo_ev=-9.88
C 0.7981 0.2841 0.3514 -0.96 -2.10 0.52
C -0.3311 -0.9080 0.1782 2.69 -1.46 -2.16
C -1.2970 0.6862 -0.1797 -0.22 3.94 -2.04
O 0.0857 1.3745 -0.0991 -2.55 -1.18 0.74
O 1.9572 0.0467 -0.3585 0.13 0.15 -0.22
N -1.4910 -0.4008 -0.7459 0.96 0.01 2.91
H 1.7722 0.1930 -1.2970 0.00 -0.04 0.11
H 1.0806 0.3486 1.4084 0.06 0.15 -0.21
H -2.0127 1.4218 0.1489 -0.30 0.55 -0.16
H 0.1335 -1.6379 -0.4794 0.33 -0.48 0.50
H -0.6955 -1.4082 1.0726 -0.13 0.45 0.02

---

No. 2
17
Properties=species:S:1:pos:R:3:forces:R:3 method="wB97M-V/def2-TZVPD" e_above_lowest_kcal_mol=58.9 e_lumo_ev="-0.84 / -1.02" homo_ev="-8.12 / -8.12"
C 0.5371 0.8149 -0.0316 -1.15 1.26 0.90
C -1.9499 0.4752 0.5433 0.31 0.72 -2.49
C -2.2303 -0.4370 -0.6617 -0.90 -1.69 0.64
C 3.4541 0.3935 -0.4720 -0.49 2.08 0.51
C -0.0130 -1.0790 0.6220 -0.67 -0.53 2.43
C 1.1442 -0.4724 -0.0834 1.30 -2.10 0.62
N -0.5078 0.3193 0.8052 -1.11 -0.03 -0.05
O 0.7418 1.9593 -0.3602 0.34 -0.10 -0.36
S -1.2423 -1.9825 -0.3906 -0.21 0.46 0.35
S 2.7369 -0.8822 0.1996 -0.61 0.59 -1.32
H -2.3386 1.5290 0.3355 1.05 -1.30 0.47
H -2.5241 0.0133 1.2810 -0.61 -0.22 1.94
H -3.2833 -0.7986 -0.7697 0.72 0.58 0.27
H -1.9180 -0.0758 -1.5888 0.46 1.03 -1.42
H 2.7602 1.3015 -0.5737 1.29 -1.32 -0.45
H 4.5137 0.5372 -0.5165 0.34 -0.29 0.09
H 0.1192 -1.6158 1.6613 -0.04 0.87 -2.13